1.
Computed, not measured: a molecular structure, C6H12N2 at a distorted geometry, with ωB97M-V/def2-TZVPD.

Last column: natural (NBO) charge in e.
Atoms and positions in Å:
C -2.07007 -0.49902 0.00201  -0.598
H 2.42711 0.43636 -1.05388  0.192
N -0.94405 1.68481 0.15693  -0.872
H 1.19502 1.54593 -1.17402  0.200
C -0.66312 0.18367 -0.07563  0.141
C 0.34381 -0.41858 -0.85656  -0.298
H 1.83991 -1.81786 -0.25293  0.213
H -0.11546 -2.19012 0.29583  0.223
H 0.17632 -0.40263 2.26334  0.226
H -1.76639 -1.69082 0.41536  0.193
H -2.43463 -0.21179 -0.94793  0.211
H -0.08577 2.09438 0.53697  0.396
C 0.29009 -0.32418 1.07510  -0.077
C 1.39568 0.62905 -0.71371  -0.239
C 0.69646 -1.41597 0.12649  -0.423
H 2.21589 0.29379 1.07893  0.349
H -2.55962 0.03889 0.80721  0.232
H -1.37553 2.16179 -0.55423  0.357
H 0.04022 -0.85253 -1.92647  0.205
N 1.39412 0.75483 0.79718  -0.632

Summary:
LUMO energy (eV): 1.0
HOMO (eV): -9.003
Energy relative to the best compared isomer or geometry (same formula, charge and spin) (kcal per mole): 107.51
Frontier orbital gap (eV): 10.002
Multiplicity: 1
Total energy (hartree): -345.15654
Net charge: 0


2.
Computed, not measured: 2 unconnected molecules or ions with the total composition C6H12N2 at a distorted geometry, with ωB97M-V/def2-TZVPD.

Last column: natural (NBO) charge in e.
Atoms and positions in Å:
C 0.34655 -0.47888 2.71362  -0.634
H 1.64400 3.37211 0.77911  0.195
H 0.60684 -2.83385 -2.47254  0.208
C -0.82682 -1.35749 -2.80243  -0.616
H -1.83307 1.11349 0.99888  0.211
H -0.61836 -0.45726 -3.39149  0.203
H -0.34086 -1.29176 2.48358  0.214
H 0.25673 -0.14948 3.73899  0.224
C 0.32075 -1.93342 -1.96678  -0.619
H 0.04445 -2.12309 -0.93451  0.209
H -0.74603 2.81731 -0.26421  0.413
H 1.34239 -0.89248 2.55116  0.230
H -1.66425 -0.98073 -2.21015  0.201
C 0.22364 0.71550 1.81621  0.090
H -1.22183 -2.07260 -3.52172  0.204
H 1.13823 -1.22423 -1.83216  0.211
N 1.33155 1.55253 1.75607  -0.456
C -0.78343 1.29375 1.12152  -0.118
C 1.04497 2.49145 0.90218  0.166
N -0.26544 2.43915 0.53467  -0.535

Summary:
LUMO energy (eV): 0.8
SMILES: Cc1c[nH]cn1.CC
HOMO (eV): -8.751
Energy relative to the best compared isomer or geometry (same formula, charge and spin) (kcal per mole): 11.58
Frontier orbital gap (eV): 9.569
Multiplicity: 1
Total energy (hartree): -345.30941
Net charge: 0